[1]
Molecular formula: C3H32N6O13
Method: DFT, ωB97M-V with the def2-TZVPD basis set

```
! wB97M-V def2-TZVPD RIJCOSX def2/J DEFGRID3
* xyz 0 1
O -0.1295 1.3124 6.4566
O -6.0431 -4.3644 -3.7075
O 5.0284 0.2229 8.1637
O 7.4335 3.7585 -3.5869
O -6.8424 2.7077 -2.8660
O 4.5089 -4.8266 5.6623
O -3.5134 5.8848 -4.3631
O -3.1559 -5.5326 2.5058
O 0.8721 0.5764 0.0242
O 0.7329 -1.4774 -5.6457
O -0.6565 -3.7133 7.8369
O 1.4788 3.1615 -4.8277
O 4.2568 3.1906 3.7179
N -6.4196 -2.4077 -4.8345
N 5.9747 2.2437 -2.9517
N -6.4370 -2.4888 -2.6754
N 5.8065 4.0210 -2.1523
N 0.5418 -1.2985 1.2745
N -1.0112 -0.5104 0.0614
C 0.1898 -0.3789 0.4130
C -6.2799 -3.1752 -3.7760
C 6.4831 3.3760 -2.9773
H 3.4569 2.9939 4.2055
H 5.1992 -5.3267 5.2268
H -0.2970 0.3721 6.5193
H -1.3955 -3.8846 7.2532
H -3.0597 -6.3036 3.0650
H -6.3418 3.4912 -3.0935
H 1.5166 3.1307 -3.8717
H 4.1260 -5.4411 6.2885
H -6.3203 -3.0165 -1.8222
H 6.3669 1.4783 -3.4813
H -3.2724 -5.8881 1.6248
H 2.1278 3.8211 -5.0724
H -1.4619 0.0702 -0.6313
H 0.9209 -1.5738 -6.5793
H 4.0246 3.9385 3.1675
H 0.8297 -0.5402 -5.4769
H 1.3523 -1.3559 1.8743
H 5.2908 2.0461 -2.2353
H 5.7455 5.0192 -2.2937
H 5.2178 3.3867 -1.6316
H -0.2014 -4.5530 7.9008
H 4.4715 0.9944 8.0592
H -2.7553 5.3740 -4.6470
H 4.8363 -0.3172 7.3972
H -1.4490 -1.3924 0.2861
H -7.7156 2.8685 -3.2237
H -0.9482 1.6804 6.1242
H -3.8159 6.3267 -5.1564
H -0.1428 -2.0033 1.5086
H -6.3137 -1.4388 -4.5699
H -6.7229 -1.5216 -2.7296
H -6.0880 -2.7168 -5.7371
*
```

Output
Energy above the lowest of the compared OMol25 structures with the same formula, charge and spin in kJ/mol: 382.6
HOMO level in eV: -9.64
Gap between HOMO and LUMO in eV: 9.638
Total energy in eV: -39187.2753

***

[2]
Molecular formula: C28H51BrCl2IN3O4PS
Method: DFT, ωB97M-V with the def2-TZVPD basis set

```
! wB97M-V def2-TZVPD RIJCOSX def2/J DEFGRID3
* xyz 1 1
I -1.0099 4.0615 -1.4449
Br -3.3694 1.8976 2.6769
Cl 1.7750 1.6206 0.3383
Cl -0.8677 -1.4020 -1.9338
S -7.1196 2.8665 -1.0279
P 0.7274 -2.3219 0.1916
O -2.1507 -1.0787 4.7753
O -1.9426 1.5597 -2.5698
O -3.0170 -5.4065 -1.7129
O -1.0075 -1.4763 2.6580
N 0.1945 1.3620 -1.8176
N -0.6424 0.6162 -5.2808
N -1.1029 -0.0772 0.5471
C -2.0416 2.3644 1.1839
C -2.0071 -1.3479 0.4910
C -0.9751 -1.2576 4.1123
C 3.6906 0.9287 -1.7695
C -0.6149 -0.2012 1.9407
C -0.8301 3.1021 1.9480
C -1.5250 -6.8247 -2.9549
C 5.0472 1.9496 1.7197
C 1.4165 -3.3328 -1.3284
C -1.1109 1.8287 -1.3408
C -5.7297 2.2137 0.0856
C -3.0498 -2.3345 0.4487
C -4.3550 2.0670 -0.8583
C -0.0089 -0.6216 -0.4114
C 0.4105 -1.1594 5.0038
C -2.8870 -6.1639 -2.9070
C 0.4230 0.5283 -4.3746
C -1.7925 1.1989 0.0512
C 0.6205 1.6882 -3.1847
C 2.2605 -2.1431 1.3169
C 2.4124 -0.1129 -1.6616
C 4.8841 0.6354 -0.6499
C 4.3620 3.3747 2.1612
C 1.0361 0.4766 -0.9843
C 5.4062 2.0160 0.0988
C 2.0871 -3.0906 2.6784
C -1.5013 4.4495 2.6960
C -3.3677 0.8563 -0.4201
H -2.0737 2.3887 -3.1027
H -2.6722 3.3002 0.7903
H 3.4094 2.0538 -1.8875
H 0.5321 -4.0799 -1.6202
H -4.0180 0.3467 0.4443
H 1.6201 -2.6861 -2.2718
H 4.4964 -0.0958 0.1817
H -2.3143 -4.7341 -1.7143
H -3.6793 -6.9183 -2.9208
H 3.2179 -2.5853 0.7639
H 4.2903 1.0958 1.9966
H 1.2917 -0.6272 4.4131
H -3.7966 -3.2239 0.6253
H -0.7288 -6.0740 -2.9190
H -3.4383 0.0412 -1.2826
H 0.9913 -3.1124 3.0910
H -6.5470 3.9233 -1.7725
H -0.5663 5.1663 2.8931
H -1.9322 4.2069 3.7563
H 0.7845 -2.2187 5.3555
H 2.2598 -0.6245 -2.7206
H -4.8025 1.7992 -1.9349
H 6.5901 2.0388 -0.0205
H -3.8787 3.1236 -0.9930
H 2.5172 -1.0268 1.5664
H 0.5720 -0.1775 2.0848
H 4.8879 2.9376 -0.4439
H 5.2335 4.1605 2.3563
H -3.0303 -5.4974 -3.7629
H 2.9158 -1.0003 -1.0385
H 0.0300 3.5646 1.3103
H 2.7981 -2.7150 3.5321
H -1.3844 -7.4796 -2.0888
H -6.0580 1.1289 0.4519
H 6.0690 1.8516 2.3000
H 1.1571 -0.3594 -4.5654
H 2.3336 -3.9721 -0.9827
H -0.3142 2.5473 2.8378
H -1.4104 -7.4162 -3.8676
H 0.0839 2.6084 -3.7294
H 5.8007 0.0842 -1.1775
H 0.2605 -0.5230 6.0005
H -2.2136 5.0506 1.9918
H 3.7690 3.2600 3.1744
H -5.5687 2.9254 1.0051
H 2.3743 -4.2261 2.4597
H 3.6316 3.8337 1.3585
H 4.2141 0.6413 -2.8069
H 1.7618 2.0204 -3.3118
H -1.2318 1.4504 -5.0735
H -0.9616 0.5146 2.7785
*
```

Output
HOMO level in eV: -11.06
Gap between HOMO and LUMO in eV: 7.753
Total energy in eV: -165806.8206

***

Which formula does entry 1 have?
C3H32N6O13

***

Repeat the first record exactly.
Molecular formula: C3H32N6O13
Method: DFT, ωB97M-V with the def2-TZVPD basis set

```
! wB97M-V def2-TZVPD RIJCOSX def2/J DEFGRID3
* xyz 0 1
O -0.1295 1.3124 6.4566
O -6.0431 -4.3644 -3.7075
O 5.0284 0.2229 8.1637
O 7.4335 3.7585 -3.5869
O -6.8424 2.7077 -2.8660
O 4.5089 -4.8266 5.6623
O -3.5134 5.8848 -4.3631
O -3.1559 -5.5326 2.5058
O 0.8721 0.5764 0.0242
O 0.7329 -1.4774 -5.6457
O -0.6565 -3.7133 7.8369
O 1.4788 3.1615 -4.8277
O 4.2568 3.1906 3.7179
N -6.4196 -2.4077 -4.8345
N 5.9747 2.2437 -2.9517
N -6.4370 -2.4888 -2.6754
N 5.8065 4.0210 -2.1523
N 0.5418 -1.2985 1.2745
N -1.0112 -0.5104 0.0614
C 0.1898 -0.3789 0.4130
C -6.2799 -3.1752 -3.7760
C 6.4831 3.3760 -2.9773
H 3.4569 2.9939 4.2055
H 5.1992 -5.3267 5.2268
H -0.2970 0.3721 6.5193
H -1.3955 -3.8846 7.2532
H -3.0597 -6.3036 3.0650
H -6.3418 3.4912 -3.0935
H 1.5166 3.1307 -3.8717
H 4.1260 -5.4411 6.2885
H -6.3203 -3.0165 -1.8222
H 6.3669 1.4783 -3.4813
H -3.2724 -5.8881 1.6248
H 2.1278 3.8211 -5.0724
H -1.4619 0.0702 -0.6313
H 0.9209 -1.5738 -6.5793
H 4.0246 3.9385 3.1675
H 0.8297 -0.5402 -5.4769
H 1.3523 -1.3559 1.8743
H 5.2908 2.0461 -2.2353
H 5.7455 5.0192 -2.2937
H 5.2178 3.3867 -1.6316
H -0.2014 -4.5530 7.9008
H 4.4715 0.9944 8.0592
H -2.7553 5.3740 -4.6470
H 4.8363 -0.3172 7.3972
H -1.4490 -1.3924 0.2861
H -7.7156 2.8685 -3.2237
H -0.9482 1.6804 6.1242
H -3.8159 6.3267 -5.1564
H -0.1428 -2.0033 1.5086
H -6.3137 -1.4388 -4.5699
H -6.7229 -1.5216 -2.7296
H -6.0880 -2.7168 -5.7371
*
```

Output
Energy above the lowest of the compared OMol25 structures with the same formula, charge and spin in kJ/mol: 382.6
HOMO level in eV: -9.64
Gap between HOMO and LUMO in eV: 9.638
Total energy in eV: -39187.2753